# C9H24ClI2OP2Ti

A molecular structure, C9H24ClI2OP2Ti at a distorted geometry (ωB97M-V with the def2-TZVPD basis set, the Open Molecules 2025 dataset).

CARTESIAN COORDINATES (ANGSTROEM)
I -1.164 2.173 4.596
I 0.816 1.638 5.896
Ti 0.238 0.079 -0.054
P 0.463 -2.473 0.221
C 0.738 -2.827 1.980
C -0.928 -3.583 -0.137
H -0.665 -4.634 0.052
H 1.991 -4.291 -0.235
H -1.247 -3.472 -1.185
H 1.942 -3.085 -1.582
H -0.216 -2.571 2.460
H -1.784 -3.331 0.508
C 1.943 -3.222 -0.490
H 1.002 -3.859 2.217
H 2.826 -2.718 -0.065
H 1.555 -2.155 2.288
P -0.474 2.204 -1.206
C -0.625 3.534 0.026
C 0.756 2.879 -2.369
H -2.197 1.608 -2.831
H -2.169 3.375 -2.509
H -2.879 2.259 -1.321
C -2.070 2.379 -2.057
H 0.953 2.156 -3.175
H 0.409 3.831 -2.794
H -1.030 4.454 -0.407
H 0.376 3.708 0.431
H 1.697 3.055 -1.827
H -1.298 3.154 0.808
Cl -0.224 -0.726 -2.239
C 0.841 2.315 2.810
C 0.309 0.868 2.914
C -0.004 -0.270 3.946
O -0.043 0.448 1.741
H 1.087 3.045 3.551
H 0.082 2.860 2.246
H 1.699 2.341 2.171
H -1.073 -0.533 3.941
H 0.581 -1.075 3.484
H 0.408 -0.500 4.956

Energy relative to the best compared isomer or geometry (same formula, charge and spin) ... 0.00 kcal/mol
E ... -82154.215 eV
Net charge ... +3

# C9H24CrN3O10SZr

A molecular structure, C9H24CrN3O10SZr at a distorted geometry (ωB97M-V with the def2-TZVPD basis set, the Open Molecules 2025 dataset).

CARTESIAN COORDINATES (ANGSTROEM)
Cr -0.322 2.446 -1.186
Zr 1.396 -0.160 1.257
O 0.574 0.739 -0.477
H 0.118 0.047 -0.995
O 1.705 -2.031 0.444
H 1.982 -2.958 0.309
O -0.717 1.624 -2.939
H -1.110 0.978 -3.558
S 0.307 2.414 1.963
O -0.057 0.995 2.208
O 1.624 1.894 1.581
O -0.340 2.893 0.745
O 0.261 3.331 3.042
C -3.210 0.806 -0.324
O -2.353 1.663 -0.707
N -3.768 0.844 0.891
C -4.751 -0.178 1.298
C -3.284 1.704 1.998
H -3.691 0.100 -1.018
H -4.314 -0.780 2.094
H -4.974 -0.827 0.451
H -5.739 0.206 1.551
H -2.575 1.299 2.720
H -2.906 2.623 1.550
H -4.037 2.088 2.687
C -1.779 -2.062 0.701
O -0.910 -1.165 0.852
N -2.130 -2.605 -0.480
C -3.385 -3.329 -0.636
C -1.456 -2.290 -1.673
H -2.276 -2.441 1.608
H -3.917 -3.367 0.315
H -3.203 -4.315 -1.063
H -4.097 -2.664 -1.125
H -1.830 -1.446 -2.253
H -0.380 -2.317 -1.505
H -1.677 -3.038 -2.435
C 4.000 0.620 -0.874
O 3.146 0.241 -0.088
N 5.320 0.860 -0.632
C 6.304 1.220 -1.709
C 6.042 0.490 0.574
H 3.709 0.679 -1.934
H 6.007 1.512 -2.716
H 7.132 0.512 -1.719
H 6.905 2.071 -1.387
H 6.857 1.199 0.721
H 5.307 0.375 1.371
H 6.491 -0.501 0.505

E ... -75191.612 eV
Multiplicity ... 4
Net charge ... +2